The following is a quantum chemistry calculation of 11 unconnected molecules or ions with the total composition C76H148F12N6O17 in a non-equilibrium geometry, from the Open Molecules 2025 dataset.

Summary:
HOMO-LUMO gap ... 7.8 eV
Charge ... 0
SMILES ... CC1(C)CCCC(C)(C)N1O.CC1(C)CCCC(C)(C)N1O.CC1(C)CCCC(C)(C)N1O.CC1(C)CCCC(C)(C)N1O.CC1(C)CCCC(C)(C)N1O.CC1(C)CCCC(C)(C)N1O.CCOC(=O)C(F)(F)F.CCOC(=O)C(F)(F)F.CCOC(=O)C(F)(F)F.CCOC(=O)C(F)(F)F.COCCOCCOC

```
259
Properties=species:S:1:pos:R:3:forces:R:3
C 23.715 12.720 20.261 1.4 0.9 -0.1
O 22.598 12.969 19.501 -2.0 -0.1 -0.5
C 22.678 14.008 18.545 -0.6 0.0 -0.3
C 21.293 14.291 17.906 0.1 -0.2 0.9
O 20.819 13.311 16.996 -0.2 -0.2 0.4
C 20.529 12.002 17.548 1.1 0.4 -1.1
C 21.716 11.029 17.445 0.6 -0.7 -0.5
O 22.200 10.662 16.112 -1.1 0.2 1.1
C 22.842 11.668 15.394 -0.1 1.0 -0.7
H 23.909 13.571 20.915 -0.1 -0.1 0.7
H 24.607 12.734 19.635 0.3 -0.5 -0.3
H 23.639 11.771 20.790 -0.2 0.2 0.0
H 23.353 13.712 17.741 0.3 0.0 -0.1
H 23.047 14.914 19.026 0.1 0.3 0.0
H 21.240 15.274 17.438 0.7 -0.2 -0.8
H 20.573 14.510 18.695 -0.3 -0.8 0.6
H 19.783 11.507 16.927 -0.3 0.6 -0.3
H 20.109 12.110 18.548 0.4 -0.2 0.2
H 21.314 10.078 17.796 0.2 -0.1 0.3
H 22.602 11.286 18.026 -0.3 0.2 0.2
H 22.252 12.580 15.310 -0.4 -0.1 -0.2
H 23.027 11.280 14.392 0.1 0.0 0.1
H 23.778 12.050 15.802 0.5 -0.5 0.5
C 18.790 16.827 19.277 -0.1 0.1 0.7
C 17.570 17.736 19.223 0.7 0.3 0.2
O 17.064 18.221 20.516 -1.1 -0.1 1.0
C 17.515 19.370 21.103 1.4 -2.0 -2.1
O 18.433 19.946 20.603 0.0 1.2 0.8
C 16.790 19.739 22.444 0.4 -0.8 -1.2
F 15.671 20.382 22.058 0.6 0.5 0.9
F 16.422 18.624 23.064 0.1 0.1 0.3
F 17.571 20.462 23.274 -1.0 -0.3 -1.0
H 19.094 16.701 18.238 0.4 0.1 0.0
H 18.546 15.831 19.648 -0.3 0.0 0.1
H 19.584 17.177 19.936 0.2 0.3 -0.3
H 16.846 17.078 18.742 -0.9 0.7 0.5
H 17.760 18.599 18.585 -0.1 0.1 0.1
C 18.160 23.574 21.370 0.3 0.9 0.7
C 18.190 25.151 21.500 0.3 -0.9 1.2
O 18.626 25.746 20.303 1.1 0.7 -0.9
C 17.847 26.326 19.436 -4.2 -1.2 0.6
O 16.595 26.263 19.433 3.8 0.6 -0.3
C 18.688 27.085 18.404 1.1 0.3 1.5
F 19.918 26.592 18.276 0.3 -0.4 0.1
F 18.139 27.080 17.245 -1.1 0.3 -1.8
F 18.853 28.350 18.851 -0.4 0.1 -0.2
H 18.170 23.225 20.338 -0.7 0.3 -0.1
H 17.369 23.160 21.995 -0.4 0.0 -0.5
H 19.042 23.076 21.772 0.4 0.5 0.2
H 18.930 25.520 22.210 0.5 -0.7 0.0
H 17.334 25.680 21.921 -0.8 -0.6 -0.7
C 15.260 24.852 14.742 0.3 0.5 1.2
C 14.924 25.189 16.240 0.6 1.4 -3.1
O 14.709 24.021 16.944 0.8 -2.5 2.9
C 15.778 23.333 17.477 2.4 1.0 -2.7
O 16.969 23.485 17.149 -3.6 -0.1 1.3
C 15.386 22.174 18.438 -0.1 -0.9 -1.2
F 14.201 21.621 18.056 1.1 0.3 0.4
F 16.359 21.192 18.415 -1.4 1.2 0.0
F 15.282 22.619 19.667 -0.1 0.1 0.6
H 15.297 25.797 14.199 0.4 0.0 0.0
H 14.559 24.232 14.184 -0.2 -0.2 0.6
H 16.236 24.373 14.820 0.0 0.0 -0.7
H 14.057 25.849 16.228 -0.4 -0.6 0.6
H 15.735 25.801 16.635 0.2 -0.3 0.2
C 15.836 11.048 17.626 -0.8 -0.3 0.4
C 16.253 10.342 18.908 0.9 0.4 -1.4
O 17.181 11.276 19.515 -0.1 0.0 1.4
C 17.930 10.846 20.531 0.5 -1.3 -0.1
O 18.175 9.683 20.817 -0.5 2.4 -0.3
C 18.520 12.071 21.361 0.9 -0.5 -0.8
F 18.047 11.993 22.586 -0.4 0.2 0.5
F 19.876 11.943 21.460 -1.1 0.4 -0.5
F 18.211 13.291 20.837 0.4 -1.2 0.4
H 14.970 11.678 17.829 0.1 0.2 -0.1
H 15.500 10.279 16.930 0.2 0.2 -0.3
H 16.643 11.665 17.232 0.0 -0.3 -0.1
H 16.812 9.450 18.626 -0.2 -0.2 0.5
H 15.389 10.147 19.543 0.4 -0.1 0.3
C 15.818 19.301 12.159 0.6 -1.1 0.3
C 17.295 19.639 12.385 0.6 1.2 0.4
C 17.468 21.080 12.987 0.1 0.6 -0.4
C 17.330 21.285 14.468 0.2 -1.0 0.4
C 18.184 20.265 15.207 -0.9 -1.0 -0.7
C 17.937 18.768 14.718 1.2 -0.9 0.6
N 18.021 18.637 13.239 0.2 3.9 0.3
O 17.821 17.373 12.766 -0.6 -1.6 -0.1
C 19.197 17.964 15.229 0.0 -0.1 0.0
C 16.584 18.235 15.337 0.4 0.1 -0.9
C 17.996 19.710 11.005 -0.1 -0.9 0.1
H 15.273 20.175 11.801 -0.2 -0.4 0.0
H 15.388 18.804 13.029 -0.3 0.8 0.3
H 15.821 18.447 11.482 -0.3 0.3 -0.6
H 18.404 21.552 12.689 0.4 -0.5 -0.2
H 16.729 21.775 12.587 -0.2 -0.3 -0.7
H 16.263 21.199 14.675 -0.1 0.0 0.6
H 17.705 22.263 14.769 -0.4 0.2 -0.1
H 17.961 20.302 16.274 0.1 -0.2 0.1
H 19.225 20.563 15.083 0.1 -0.3 -0.1
H 20.135 18.153 14.708 -0.2 0.9 -0.6
H 19.471 18.220 16.253 -0.5 -0.2 0.4
H 19.180 16.884 15.083 -0.8 -0.2 0.4
H 16.611 18.023 16.406 0.2 0.6 0.1
H 15.804 18.943 15.057 -0.1 0.2 0.6
H 16.212 17.303 14.911 0.5 -0.2 -0.4
H 17.903 18.743 10.513 0.0 -0.2 -0.1
H 19.065 19.910 11.082 -0.1 0.3 0.2
H 17.523 20.409 10.315 0.0 0.3 0.3
H 18.559 17.239 12.167 0.2 -0.2 0.0
C 13.022 19.509 28.739 -0.3 -0.5 -0.5
C 13.828 18.177 28.901 -0.2 0.4 0.4
C 13.031 16.978 28.313 -0.5 0.2 0.3
C 13.033 16.794 26.830 1.0 0.8 -0.9
C 14.493 16.848 26.314 -1.5 0.7 -0.3
C 15.246 18.146 26.774 0.0 0.3 -0.8
N 15.158 18.221 28.249 0.0 -0.5 -0.7
O 15.931 19.364 28.629 -0.6 -0.1 0.4
C 16.749 17.999 26.383 -0.6 -0.2 0.4
C 14.710 19.444 25.972 0.1 -1.5 0.4
C 14.043 17.873 30.431 -0.2 0.7 -0.8
H 12.171 19.571 29.418 0.4 0.0 0.7
H 12.481 19.575 27.795 0.4 -0.3 -0.5
H 13.660 20.391 28.781 0.0 -0.1 0.4
H 13.392 16.040 28.734 0.0 0.1 0.4
H 11.990 17.151 28.587 0.0 -0.3 0.6
H 12.452 17.548 26.298 0.0 0.5 0.2
H 12.522 15.898 26.478 0.3 -0.4 0.4
H 14.326 16.893 25.238 0.8 0.0 -0.3
H 14.953 15.892 26.562 0.6 0.3 0.2
H 17.302 17.454 27.148 -0.2 -0.5 -0.1
H 16.734 17.447 25.443 0.5 0.1 0.0
H 17.319 18.924 26.292 -0.4 0.3 -0.3
H 15.096 19.447 24.952 0.4 -0.2 0.1
H 13.632 19.396 25.814 -0.1 0.3 0.4
H 15.039 20.357 26.466 -0.2 -0.1 0.1
H 14.430 18.753 30.946 0.4 0.0 -0.1
H 14.714 17.022 30.549 0.0 0.1 0.1
H 13.094 17.697 30.938 -0.2 -0.3 -0.3
H 16.711 18.948 29.001 0.1 0.1 0.2
C 22.572 16.601 22.037 2.0 1.4 0.3
C 21.565 16.993 23.068 -2.7 0.5 0.5
C 20.286 16.168 22.826 0.1 -0.9 -1.9
C 20.254 14.794 23.384 -0.9 -0.2 0.8
C 20.449 14.906 24.872 0.2 -1.2 -0.1
C 21.739 15.607 25.293 1.1 -0.1 1.1
N 21.973 16.844 24.499 -2.2 0.1 -0.5
O 23.117 17.558 24.853 0.6 -0.8 -0.5
C 21.549 16.020 26.822 -0.3 0.4 -1.2
C 22.968 14.642 25.142 -0.5 0.7 -0.1
C 21.061 18.485 22.772 1.2 -0.4 0.9
H 23.097 15.655 22.168 -0.6 -0.3 -0.3
H 23.355 17.337 22.221 0.6 0.1 -0.1
H 22.269 16.874 21.026 -0.3 -0.6 -0.1
H 19.307 16.632 22.950 0.3 0.5 0.6
H 20.317 15.908 21.768 -0.2 0.8 -0.6
H 20.859 14.096 22.805 0.6 0.0 0.5
H 19.244 14.400 23.275 -0.2 -0.1 -0.3
H 20.404 13.879 25.235 0.5 -0.1 0.6
H 19.539 15.325 25.303 0.1 0.7 0.0
H 21.348 15.194 27.504 0.1 -0.3 -0.3
H 22.341 16.633 27.250 0.3 -0.2 -0.3
H 20.666 16.660 26.820 -0.2 0.0 0.1
H 22.748 13.614 25.432 0.0 0.1 0.3
H 23.289 14.617 24.101 0.0 0.0 0.0
H 23.790 15.060 25.723 0.1 -0.2 0.0
H 21.125 18.875 21.756 0.1 -0.7 -0.2
H 21.709 19.138 23.355 -0.1 0.2 0.1
H 20.029 18.620 23.098 0.1 -0.1 0.2
H 22.811 18.284 25.401 -0.1 0.3 0.1
C 21.965 22.266 19.682 -0.2 -1.2 0.8
C 21.752 21.426 18.371 -0.5 1.7 1.4
C 22.563 22.171 17.304 -0.7 -1.2 -0.3
C 24.016 21.760 17.367 0.3 0.8 -1.8
C 24.167 20.260 17.195 -0.9 0.8 1.4
C 23.487 19.532 18.391 2.1 -0.7 0.1
N 22.133 19.989 18.540 0.1 1.3 -1.7
O 21.457 19.410 19.635 0.2 0.1 -0.5
C 23.628 18.103 17.955 -1.3 -1.8 0.7
C 24.361 19.596 19.686 -0.1 2.0 -0.5
C 20.257 21.490 17.977 -0.3 -0.1 0.3
H 23.009 22.342 19.987 0.2 0.1 -0.4
H 21.501 21.730 20.510 -0.2 -0.2 0.1
H 21.544 23.270 19.748 -0.2 0.0 -0.8
H 22.030 21.928 16.385 0.7 -0.5 -0.7
H 22.414 23.251 17.307 0.1 0.1 0.8
H 24.505 22.217 18.228 0.0 -0.4 0.3
H 24.489 22.228 16.504 0.3 0.2 -0.1
H 25.198 19.928 17.072 0.0 0.1 0.3
H 23.637 19.928 16.302 -0.1 0.2 -0.2
H 22.959 17.805 17.148 0.1 0.2 -0.4
H 24.662 17.841 17.733 0.0 0.2 -0.2
H 23.342 17.463 18.790 0.0 -0.3 0.1
H 24.188 18.897 20.504 -0.2 -0.3 -0.5
H 25.407 19.620 19.379 0.1 -0.5 0.2
H 24.199 20.594 20.093 0.1 0.1 0.4
H 19.567 21.433 18.819 0.2 -0.3 0.3
H 19.969 20.703 17.280 0.3 -0.2 0.0
H 19.958 22.413 17.480 0.4 0.3 0.0
H 20.720 19.082 19.115 -0.6 -0.5 0.7
C 13.074 17.979 22.637 -0.5 -0.4 0.2
C 12.604 18.253 21.212 0.4 1.5 -0.9
C 13.515 17.548 20.170 0.4 -1.6 0.3
C 13.150 16.060 19.942 -1.1 1.3 0.7
C 11.687 16.049 19.488 0.4 -0.1 -0.4
C 10.650 16.734 20.465 0.5 -2.4 0.2
N 11.197 18.017 20.913 0.3 -0.9 -2.5
O 10.338 18.692 21.759 -0.6 0.2 0.4
C 9.253 16.732 19.710 0.8 1.2 0.6
C 10.480 15.833 21.712 0.8 -0.2 -0.6
C 12.802 19.776 20.959 0.0 -0.1 -0.4
H 13.318 16.923 22.756 0.2 0.0 0.2
H 12.282 18.225 23.345 -0.1 0.0 0.0
H 13.927 18.605 22.896 0.0 -0.2 -0.2
H 13.582 18.075 19.218 -0.1 0.2 0.1
H 14.509 17.405 20.594 0.3 1.1 0.1
H 13.306 15.617 20.925 -0.3 -0.5 0.0
H 13.822 15.532 19.265 -0.1 0.2 -0.2
H 11.443 15.048 19.131 -0.7 -0.4 0.9
H 11.670 16.524 18.507 -0.1 0.8 0.0
H 8.827 15.755 19.482 0.6 -0.3 0.3
H 8.514 17.223 20.343 -0.1 0.2 0.0
H 9.315 17.255 18.755 0.1 0.2 0.0
H 9.810 16.310 22.429 -0.3 -0.5 -0.1
H 10.262 14.830 21.347 -0.9 0.0 0.4
H 11.438 15.685 22.210 0.1 0.3 0.1
H 12.288 20.430 21.664 0.2 -0.2 0.4
H 12.371 20.037 19.993 0.1 -0.2 -0.2
H 13.870 19.990 20.916 -0.2 0.2 0.1
H 9.848 19.188 21.099 -0.4 0.5 0.4
C 21.214 22.713 26.268 -0.2 -0.2 -0.8
C 21.068 21.586 25.146 1.5 0.7 0.5
C 20.743 22.311 23.796 1.4 0.4 0.6
C 21.931 23.153 23.220 -1.2 -0.6 2.0
C 23.102 22.218 23.067 0.3 1.2 -0.7
C 23.563 21.493 24.355 0.5 0.7 0.0
N 22.370 20.868 24.973 -0.1 -0.6 -1.7
O 22.717 19.976 26.016 -0.5 1.2 -0.1
C 24.633 20.440 23.904 -1.4 0.1 1.2
C 24.314 22.510 25.309 0.0 -0.5 -0.3
C 19.963 20.557 25.448 0.3 -0.5 0.4
H 20.259 23.205 26.453 -0.2 -0.3 0.3
H 21.857 23.535 25.953 0.0 -0.2 -0.3
H 21.668 22.391 27.205 -0.3 -0.4 0.1
H 20.564 21.548 23.039 -0.8 0.0 0.0
H 19.935 22.976 24.102 -0.5 -0.2 -0.7
H 22.212 23.913 23.950 -0.1 0.2 0.1
H 21.641 23.718 22.334 0.1 -0.4 -0.3
H 23.876 22.908 22.731 0.8 -0.4 0.0
H 22.883 21.600 22.196 0.2 -0.7 0.4
H 24.877 19.771 24.729 0.1 0.1 0.1
H 24.150 19.808 23.158 0.5 0.1 -0.4
H 25.542 20.980 23.641 -0.2 -0.3 -0.6
H 23.858 23.498 25.371 -0.1 -0.2 0.1
H 24.463 22.085 26.302 -0.5 0.0 0.3
H 25.352 22.664 25.017 -0.1 0.0 -0.5
H 19.954 20.186 26.473 0.0 0.7 0.4
H 20.113 19.592 24.964 0.2 0.4 -0.7
H 18.974 20.927 25.176 0.1 0.1 0.2
H 23.024 20.580 26.696 0.2 -0.2 0.8
```
Forces are in eV/Å.